<P>
Below is C5H5F in the gas phase, with properties calculated with ωB97M-V with the def2-TZVPD basis set.

The calculation puts the lowest unoccupied orbital energy at 0.99 eV. The value obtained for the HOMO energy is -8.51 eV. The calculation puts the HOMO-LUMO gap at 9.49 eV.

Structure (ORCA input):
```
! RIJCOSX wB97M-V def2-TZVPD def2/J DEFGRID3
* xyz 0 1
C 1.09757 2.70439 1.12381
C 0.67068 1.49284 0.52695
C 0.54190 0.40281 -0.02533
C 0.22914 -0.81729 -0.58802
C -0.98876 -1.27134 -0.34487
F -1.36362 -2.44700 -0.77228
H 1.17023 2.46203 2.23503
H 2.05585 2.93849 0.66384
H 0.50028 3.59177 0.90637
H 0.95788 -1.38804 -1.19179
H -1.71483 -0.64967 0.18188
*
```


<Q>
Below is 2 unconnected molecules or ions with the total composition C5H5F, with properties calculated with ωB97M-V with the def2-TZVPD basis set.

The calculation puts the lowest unoccupied orbital energy at -0.87 eV. The value obtained for the HOMO energy is -8.82 eV. The calculation puts the HOMO-LUMO gap at 7.95 eV.

Structure (ORCA input):
```
! RIJCOSX wB97M-V def2-TZVPD def2/J DEFGRID3
* xyz 0 1
C -2.01287 -0.56168 -0.19769
C -0.77853 -0.25370 1.42752
C 0.42926 -0.01147 1.98386
C 1.64518 0.36013 2.21293
C -1.43608 -0.62379 -1.47647
F -1.68875 -0.76783 2.26710
H 1.85041 1.26965 2.59396
H 2.51200 -0.19152 2.19623
H -1.38975 0.51506 -1.83241
H -2.10414 -1.23030 -2.21567
H -0.30202 -0.86526 -1.41570
*
```


Bottom line: <P>, by a margin of 140.9 kcal/mol.